w) {"formula": "C9H11N2O", "method": "wB97M-V/def2-TZVPD", "smiles": "Cc1ccccc[nH+]c[nH]c1=O", "mol_weight_da": 163.20, "lumo_energy_ev": -4.5, "total_charge": 1, "homo_ev": -12.832, "elements": ["C", "C", "C", "C", "C", "C", "C", "N", "C", "N", "C", "O", "H", "H", "H", "H", "H", "H", "H", "H", "H", "H", "H"], "coordinates": [[0.11, -1.08, -2.13], [-0.20, -0.92, -0.72], [-1.35, -0.18, -0.42], [-1.76, 1.04, 0.17], [-0.82, 2.03, 0.05], [0.48, 1.87, -0.39], [1.20, 0.84, 0.10], [1.01, 0.60, 1.49], [0.53, -0.43, 2.16], [0.04, -1.55, 1.66], [0.41, -1.77, 0.23], [1.07, -2.79, 0.09], [0.40, -2.10, -2.39], [0.93, -0.40, -2.39], [-0.83, -0.85, -2.72], [-2.10, -0.34, -1.24], [-2.83, 1.30, 0.24], [-1.34, 2.88, -0.17], [0.94, 2.59, -1.00], [2.28, 0.54, -0.12], [1.56, 1.25, 2.06], [0.53, -0.18, 3.22], [-0.24, -2.36, 2.21]], "lowdin_charge": [-0.01, -0.28, -0.01, -0.01, -0.06, -0.06, -0.09, 0.08, -0.05, 0.18, -0.38, 0.15, 0.10, 0.11, 0.12, 0.15, 0.14, 0.10, 0.12, 0.18, 0.18, 0.17, 0.18]}

x) {"formula": "C9H11N2O", "method": "wB97M-V/def2-TZVPD", "mol_weight_da": 163.20, "lumo_energy_ev": -5.0, "total_charge": 1, "homo_ev": -12.479, "elements": ["C", "C", "C", "C", "C", "C", "C", "C", "C", "N", "N", "O", "H", "H", "H", "H", "H", "H", "H", "H", "H", "H", "H"], "coordinates": [[-1.92, -1.75, -0.64], [-2.94, -1.13, 0.16], [-0.70, -1.11, -0.80], [-2.80, 0.22, 0.49], [-0.64, 0.29, -0.60], [-1.75, 0.94, 0.04], [2.80, -0.28, 1.10], [0.49, 1.01, -1.06], [2.12, -0.62, 2.11], [3.54, 0.23, 0.28], [1.54, 0.70, -1.73], [-1.77, 2.26, 0.34], [-2.08, -2.76, -1.07], [-3.75, -1.76, 0.50], [0.10, -1.58, -1.28], [-3.75, 0.76, 0.99], [0.65, 1.92, -0.53], [2.02, -1.64, 2.42], [1.48, 0.11, 2.73], [-0.99, 2.63, -0.01], [1.44, -0.18, -2.29], [4.52, 0.45, 0.37], [2.39, 1.30, -1.51]], "lowdin_charge": [-0.04, 0.00, -0.01, -0.01, -0.12, -0.25, -0.30, -0.08, 0.00, 0.13, 0.20, 0.12, 0.13, 0.12, 0.10, 0.19, 0.13, 0.06, 0.11, 0.07, 0.17, 0.10, 0.17]}

Which of them is the most stable, and which is the least stable? x) and w), in that order.

w) {"formula": "C5H9N2O2", "method": "wB97M-V/def2-TZVPD", "mol_weight_da": 129.14, "lumo_energy_ev": -4.1, "total_charge": 1, "homo_ev": -13.716, "elements": ["C", "C", "C", "C", "C", "N", "N", "O", "O", "H", "H", "H", "H", "H", "H", "H", "H", "H"], "coordinates": [[-3.57, 0.36, -0.41], [0.22, -1.84, 0.34], [1.64, -1.30, 0.24], [0.52, -0.52, -0.15], [1.14, 1.75, -0.53], [-4.51, -0.31, -0.30], [0.19, 0.70, -0.40], [-2.66, 1.06, -0.64], [-5.45, -0.85, 0.55], [0.07, -2.83, -0.18], [-0.35, -1.89, 1.21], [2.03, -0.73, 1.21], [2.38, -1.87, -0.24], [0.72, 2.69, -1.01], [1.60, 2.13, 0.46], [2.02, 1.37, -0.97], [-0.89, 0.78, -0.56], [-6.23, -1.29, 0.11]], "lowdin_charge": [-0.29, 0.00, -0.02, -0.21, -0.02, 0.09, 0.09, 0.11, 0.04, 0.16, 0.10, 0.19, 0.12, 0.13, 0.14, 0.08, 0.16, 0.16]}

x) {"formula": "C5H9N2O2", "method": "wB97M-V/def2-TZVPD", "mol_weight_da": 129.14, "lumo_energy_ev": -7.4, "total_charge": 1, "homo_ev": -15.118, "elements": ["C", "C", "C", "C", "C", "N", "N", "O", "O", "H", "H", "H", "H", "H", "H", "H", "H", "H"], "coordinates": [[-0.57, -1.27, 1.28], [-0.40, 0.59, -0.06], [-0.68, 0.51, -1.59], [0.15, 1.90, 0.48], [1.69, -1.53, 0.11], [0.54, -0.90, 0.66], [-1.40, -0.09, 0.69], [-1.00, -2.02, 2.04], [-2.52, -0.18, 0.27], [-1.42, -0.20, -1.56], [0.04, 0.35, -2.39], [-1.00, 1.55, -1.87], [-0.59, 2.62, 0.39], [1.05, 2.19, -0.10], [0.33, 1.77, 1.57], [1.45, -2.13, -0.85], [2.47, -0.79, -0.04], [1.85, -2.37, 0.96]], "lowdin_charge": [-0.44, -0.23, 0.04, 0.03, -0.02, 0.08, 0.00, 0.26, 0.27, 0.05, 0.11, 0.13, 0.08, 0.12, 0.12, 0.13, 0.09, 0.17]}

Which of them is the most stable, and which is the least stable? w) and x), in that order.

w) {"formula": "H24NO10", "method": "wB97M-V/def2-TZVPD", "mol_weight_da": 198.19, "lumo_energy_ev": -3.0, "total_charge": 1, "homo_ev": -12.937, "elements": ["N", "H", "H", "H", "H", "O", "H", "H", "O", "H", "H", "O", "H", "H", "O", "H", "H", "O", "H", "H", "O", "H", "H", "O", "H", "H", "O", "H", "H", "O", "H", "H", "O", "H", "H"], "coordinates": [[0.14, -0.01, 0.26], [-0.70, 0.37, -0.20], [1.09, 0.50, 0.55], [0.33, -1.03, -0.07], [-0.21, -0.20, 1.08], [-0.67, -3.27, 0.97], [-0.24, -4.01, 0.61], [-1.14, -3.56, 1.81], [-0.10, -2.68, -1.82], [0.46, -3.06, -2.38], [0.02, -3.21, -1.02], [2.80, 3.09, 0.02], [2.01, 2.95, -0.41], [3.14, 3.93, -0.44], [0.27, 3.34, -0.69], [0.43, 4.21, -0.56], [-0.65, 2.80, -0.76], [2.04, -1.59, 2.06], [2.41, -1.54, 2.84], [2.94, -1.86, 1.76], [-1.90, 2.16, -1.79], [-2.54, 2.85, -1.43], [-1.78, 2.27, -2.75], [3.15, -0.17, -0.85], [3.43, -0.95, -1.39], [3.44, 0.49, -1.52], [-2.94, -0.46, 0.19], [-3.32, 0.44, 0.28], [-3.17, -0.91, 0.99], [-0.31, 1.57, 3.14], [-1.26, 1.68, 3.26], [0.01, 1.07, 3.99], [-2.67, -1.82, -2.15], [-2.64, -1.19, -1.45], [-1.87, -2.19, -2.13]], "lowdin_charge": [0.31, 0.12, 0.19, 0.14, 0.00, -0.05, 0.01, 0.10, 0.03, 0.00, 0.04, -0.07, -0.09, 0.09, -0.09, -0.01, 0.08, 0.01, -0.05, 0.08, -0.07, 0.10, 0.09, -0.09, 0.06, 0.06, -0.04, 0.08, 0.06, -0.10, 0.03, 0.11, 0.00, -0.05, -0.09]}

x) {"formula": "H24NO10", "method": "wB97M-V/def2-TZVPD", "mol_weight_da": 198.19, "lumo_energy_ev": -3.0, "total_charge": 1, "homo_ev": -13.054, "elements": ["N", "H", "H", "H", "H", "O", "H", "H", "O", "H", "H", "O", "H", "H", "O", "H", "H", "O", "H", "H", "O", "H", "H", "O", "H", "H", "O", "H", "H", "O", "H", "H", "O", "H", "H"], "coordinates": [[0.27, 0.32, 0.18], [0.20, 0.08, -0.84], [1.37, 0.21, 0.49], [-0.38, -0.30, 0.72], [-0.06, 1.19, 0.17], [0.21, -0.28, 3.27], [1.00, -0.63, 3.82], [-0.48, -0.79, 3.64], [0.19, 3.01, -1.42], [-0.41, 3.47, -1.82], [0.87, 3.45, -1.45], [1.49, -2.57, 0.96], [1.02, -2.86, 0.09], [0.91, -2.98, 1.74], [3.02, 0.67, -1.29], [3.84, 1.08, -1.29], [2.43, 1.09, -1.90], [4.15, -1.69, 2.12], [4.00, -1.92, 3.06], [3.20, -1.62, 1.67], [-2.22, 2.42, 0.96], [-3.11, 2.69, 1.07], [-1.83, 3.17, 1.30], [-0.51, 0.26, -3.27], [-0.05, 0.94, -3.72], [-0.98, 0.84, -2.65], [-2.60, 1.33, -1.57], [-2.42, 1.75, -0.78], [-3.40, 0.85, -1.13], [0.01, -2.47, -1.24], [0.24, -2.95, -1.96], [-0.76, -2.81, -1.03], [-2.76, -1.53, 0.58], [-3.42, -1.02, 1.10], [-3.03, -2.40, 0.44]], "lowdin_charge": [0.30, 0.11, 0.21, 0.11, 0.01, -0.07, 0.10, 0.01, 0.15, -0.02, -0.07, -0.16, 0.04, 0.11, 0.00, 0.01, 0.02, -0.13, 0.03, 0.05, 0.01, 0.05, 0.03, -0.04, 0.01, -0.02, -0.05, -0.07, 0.11, 0.08, 0.04, -0.02, -0.04, 0.07, 0.01]}

Which of them is the most stable, and which is the least stable? x) and w), in that order.